No. 1
A 2-piece molecular cluster, C4H8O2Si overall in a non-equilibrium geometry, computed with ωB97M-V with the def2-TZVPD basis set.

Each atom is followed by the atoms it is bonded to, with distances in Å.
Cartesian coordinates (Å):
1 C -1.0778 1.8191 0.9141  O5 1.193, H8 1.207
2 C 0.6172 0.0934 1.5623  O6 1.184, Si7 1.910
3 C -1.1984 -1.3086 -0.2297  Si7 1.923, H9 1.101, H10 1.075, H11 1.102
4 C 1.3870 0.2209 -1.2858  Si7 1.883, H12 1.167, H13 1.102, H14 1.118
5 O -0.7826 2.4591 -0.0490  C1 1.193
6 O 0.9713 0.0681 2.6915  C2 1.184
7 Si 0.6844 -0.9793 -0.0170  C2 1.910, C3 1.923, C4 1.883, H15 1.507
8 H -2.1094 2.0411 1.4994  C1 1.207
9 H -1.4144 -2.2306 -0.7912  C3 1.101
10 H -1.6272 -1.3617 0.7545  C3 1.075
11 H -1.6170 -0.3206 -0.4794  C3 1.102
12 H 2.0061 -0.2448 -2.1579  C4 1.167
13 H 0.6234 0.8997 -1.6988  C4 1.102
14 H 1.9520 1.0298 -0.7607  C4 1.118
15 H 1.5857 -2.1856 0.0478  Si7 1.507

Properties
HOMO level (alpha / beta) ... -7.703 / -7.236 eV
Total energy ... -16246.6833 eV
ΔE to the lowest compared entry with this formula, charge and spin ... 82.4 kcal per mole
LUMO energy (alpha / beta) ... 0.00836 / 0.00260 hartree

---

No. 2
One molecule with the formula C4H8O3 in a non-equilibrium geometry, computed with ωB97M-V with the def2-TZVPD basis set.

Each atom is followed by the atoms it is bonded to, with distances in Å.
Cartesian coordinates (Å):
1 C -1.1032 0.6601 -1.3379  C2 1.494, H8 1.086, H9 1.079, H10 1.079
2 C -0.6201 -0.3717 -0.3721  C1 1.494, O3 1.415, C4 1.519, H11 1.083
3 O 0.4410 -1.0863 -0.9772  C2 1.415, H12 0.990
4 C -0.0226 0.1435 0.9260  C2 1.519, O5 1.386, C6 1.485, H13 1.081
5 O -0.0137 -0.8524 1.8901  C4 1.386, H14 0.974
6 C 1.3895 0.4591 0.5922  C4 1.485, O7 1.209, H15 1.084
7 O 2.2465 -0.2661 1.0415  C6 1.209
8 H -1.5228 0.2404 -2.2469  C1 1.086
9 H -1.8623 1.2647 -0.8656  C1 1.079
10 H -0.2977 1.3095 -1.6438  C1 1.079
11 H -1.4305 -1.0486 -0.1306  C2 1.083
12 H 0.7643 -1.7427 -0.3107  O3 0.990
13 H -0.5223 1.0197 1.3150  C4 1.081
14 H 0.9177 -1.0914 2.0459  O5 0.974
15 H 1.6528 1.3791 0.0834  C6 1.084

Properties
HOMO level ... -10.183 eV
Total energy ... -10419.3256 eV
ΔE to the lowest compared entry with this formula, charge and spin ... 38.7 kcal per mole
LUMO energy ... 0.03323 hartree
SMILES ... C[C@@H](O)[C@@H](O)C=O